(1)
An isolated molecule of C11H13NOSe, computed with wB97M-V/def2-TZVPD.

Atoms and positions in Å:
C -0.5140 -2.5195 -2.4635
C 0.5455 -2.6720 -1.5916
C -1.1907 -1.2905 -2.5712
C 1.1174 -1.5604 -1.0424
C -0.7126 -0.1366 -1.9247
C 0.4434 -0.2840 -1.1936
C -0.7609 2.2298 -1.6188
C 1.7247 1.1270 1.2576
C -0.3038 1.8534 2.5387
C 0.0983 -0.6275 2.2632
C 0.7994 0.7634 2.4553
N -1.2447 1.0935 -2.1749
O -0.9646 3.3911 -1.8488
Se 1.0538 1.4432 -0.4802
H -0.8900 -3.3898 -2.8811
H 1.0202 -3.5906 -1.4451
H -2.1003 -1.2661 -3.1272
H 2.0119 -1.7389 -0.4022
H 2.1105 2.1044 1.4836
H -0.9491 1.7723 3.4503
H -0.8532 1.6490 1.5967
H 0.1490 2.9291 2.3834
H 0.1978 -0.9996 1.2427
H -0.9125 -0.6752 2.8544
H 0.7237 -1.3218 2.8031
H 1.4879 0.8029 3.3617
H -2.0870 0.9134 -2.9251

Output
Lowest unoccupied orbital energy (alpha / beta), Eh: -0.0070 / -0.0069
HOMO (alpha / beta), eV: -7.4 / -7.4
Gap between HOMO and LUMO (alpha / beta), Eh: 0.266 / 0.266


(2)
An isolated molecule of C11H13OP, computed with wB97M-V/def2-TZVPD.

Atoms and positions in Å:
C 1.4323 2.4519 -0.0527
C 1.6401 1.1749 -0.0050
C 1.6420 -0.1515 0.0617
C 1.4768 -1.1008 -1.0491
C 1.0174 -2.4982 -0.4668
P -0.3951 -2.3072 0.7405
O -1.3410 -3.3667 0.6690
C -1.2084 -0.6643 0.6926
C -1.9362 -0.3992 -0.4557
C -2.4462 0.8414 -0.6687
C -2.1971 1.8516 0.2435
C -1.5515 1.5706 1.4131
C -1.0718 0.3245 1.6629
H 2.2954 3.1285 -0.0198
H 0.4538 2.9017 0.0850
H 1.5351 -0.5430 1.1155
H 0.6546 -0.8258 -1.7946
H 2.3742 -1.2666 -1.6989
H 0.7039 -3.2845 -1.2475
H 1.8896 -3.1528 -0.0549
H 0.2502 -2.3527 2.0454
H -1.9477 -1.1183 -1.2749
H -2.7610 1.0972 -1.7020
H -2.4837 2.8148 -0.1416
H -1.5527 2.4289 2.1047
H -0.7753 -0.0005 2.7226

Output
Structure (SMILES): C=C=CCC[P@H](=O)c1ccccc1
Lowest unoccupied orbital energy, Eh: 0.0193
HOMO, eV: -9.2
Gap between HOMO and LUMO, Eh: 0.357


(3)
A structure of composition C11H14BBaN7S, computed with wB97M-V/def2-TZVPD.

Atoms and positions in Å:
H -2.0086 -2.4974 0.4499
N -0.2536 -1.7630 -0.5579
B 1.5891 -1.4726 -2.2672
N 0.3843 -2.2164 -1.6935
C -0.2189 -3.3226 -2.1777
Ba 0.8482 0.1280 1.4598
H 0.1385 -3.8285 -3.0581
C -1.3052 -3.6011 -1.3452
H -1.9903 -4.4167 -1.4404
C -1.3019 -2.5973 -0.3571
H 2.1065 -2.0593 -3.1429
C 2.7530 2.1729 0.7444
H 2.5074 2.3070 1.9574
H 2.1779 2.8446 0.1075
H 3.7930 1.8563 0.6315
N 2.6789 -1.4390 -1.0915
N 1.1784 -0.0656 -2.6776
N 2.3062 -0.8520 0.1416
N 0.6898 0.8341 -1.7484
C 3.9772 -1.8706 -1.0661
C 1.1516 0.4554 -3.9304
H 4.3991 -2.4027 -1.9188
H 1.4658 -0.0906 -4.7892
C 4.4915 -1.5182 0.2420
C 0.6506 1.7682 -3.8240
C 3.4571 -0.8873 0.9331
C 0.3663 1.9366 -2.4476
H 5.4906 -1.7357 0.5461
H 0.5387 2.4715 -4.6237
H 3.5646 -0.2851 1.8752
H -0.0336 2.8569 -2.0179
H -1.1452 -0.6739 2.1577
S -4.4283 1.2662 2.3171
C -2.8879 0.8101 2.3059
N -1.7307 0.3613 2.3462

Output
Lowest unoccupied orbital energy, Eh: -0.0498
HOMO, eV: -5.8
Gap between HOMO and LUMO, Eh: 0.163


(4)
A structure of composition C11H14BF3N6Ti, computed with wB97M-V/def2-TZVPD.

Atoms and positions in Å:
H -2.7898 -0.7838 -2.5993
N -1.3693 0.2853 -1.3717
B 0.6249 1.8760 -0.7155
N -0.4546 1.2838 -1.6613
C -0.7476 1.7863 -2.8664
Ti -2.6121 0.0281 0.1976
H -0.2635 2.6597 -3.2484
C -1.7229 1.0053 -3.4621
H -2.1519 1.1581 -4.4332
C -2.0840 0.0350 -2.5356
H 0.8829 2.9999 -1.0830
C 1.3678 -4.4940 1.9165
H 1.3019 -4.3700 3.0063
H 0.4319 -4.1397 1.4605
H 2.2021 -3.8857 1.5385
N 2.0771 1.0657 -0.6557
N -0.1627 1.9529 0.6171
N 2.0483 -0.1868 -0.2090
N -1.0596 1.0021 1.1002
C 3.3923 1.3488 -0.9681
C -0.1763 3.0119 1.4356
H 3.6669 2.3365 -1.2973
H 0.3696 3.9066 1.2290
C 4.1415 0.1695 -0.7448
C -0.9623 2.7255 2.5386
C 3.2073 -0.7812 -0.3142
C -1.4774 1.4413 2.3455
H 5.1946 0.0176 -0.8492
H -1.1512 3.3746 3.3651
H 3.2210 -1.8301 -0.0543
H -2.1157 0.8347 2.9708
H 1.5185 -5.5030 1.6806
F -2.9654 -3.4500 0.2344
C -3.3350 -2.2397 0.8172
F -4.6658 -2.0863 0.4422
F -3.3815 -2.5549 2.1734

Output
Total charge: +2
Lowest unoccupied orbital energy (alpha / beta), Eh: -0.4245 / -0.4145
HOMO (alpha / beta), eV: -14.1 / -14.0
Gap between HOMO and LUMO (alpha / beta), Eh: 0.094 / 0.100


(5)
A structure of composition C11H14BFeN7S, computed with wB97M-V/def2-TZVPD.

Atoms and positions in Å:
H 0.9106 3.1300 0.2754
N 0.4973 1.6108 -1.1375
B 0.1629 0.3079 -3.2832
N 0.5326 1.5838 -2.5288
C 0.8061 2.8096 -2.9644
Fe 0.8109 0.2852 -0.1170
H 0.8929 2.9324 -4.0120
C 1.0329 3.6543 -1.8810
H 1.3303 4.6854 -1.8930
C 0.8451 2.8730 -0.7563
H 0.3205 0.4410 -4.4566
C -0.9948 -1.6944 1.2377
H -1.4691 -1.9777 2.1437
H 0.1013 -1.7978 1.2311
H -1.3944 -1.9436 0.2516
N -1.2703 -0.0744 -2.8656
N 1.0915 -0.7774 -2.7297
N -1.5970 -0.1466 -1.5551
N 1.2253 -0.9923 -1.3544
C -2.3699 -0.2579 -3.6359
C 1.9093 -1.5985 -3.3847
H -2.2721 -0.1711 -4.7191
H 1.9917 -1.4876 -4.4463
C -3.4352 -0.5027 -2.7623
C 2.6163 -2.3523 -2.4548
C -2.8842 -0.4458 -1.4675
C 2.1666 -1.9672 -1.1937
H -4.4632 -0.6786 -3.0094
H 3.4133 -3.0314 -2.6582
H -3.3472 -0.6260 -0.5084
H 2.4118 -2.3372 -0.2102
H -1.1783 -0.6860 1.2847
S 0.2495 1.2387 2.1159
C 0.5591 0.3353 3.3994
N 0.7978 -0.3408 4.3567

Output
2S+1: 5
Lowest unoccupied orbital energy (alpha / beta), Eh: 0.0075 / -0.0176
HOMO (alpha / beta), eV: -8.3 / -8.3
Gap between HOMO and LUMO (alpha / beta), Eh: 0.312 / 0.289
⟨S²⟩: 6.016


(6)
An isolated molecule of C11H14BrNO3, computed with wB97M-V/def2-TZVPD.

Atoms and positions in Å:
C -4.0123 -2.2338 0.7304
C -3.2557 -0.9379 0.4697
N -1.8720 -1.2292 0.1628
C -0.8760 -0.4249 0.6131
O -1.0314 0.4244 1.4667
C 0.4480 -0.7149 0.0168
C 0.8847 -1.6420 -0.8993
C 2.2675 -1.4251 -1.0698
C 2.5625 -0.3792 -0.2420
Br 4.1762 0.4876 0.0864
O 1.4872 0.0531 0.4126
C -3.8867 -0.1284 -0.6974
C -5.0975 0.6920 -0.2426
C -4.4457 1.9790 0.2723
C -3.0955 2.0233 -0.4652
O -2.9802 0.8192 -1.2135
H -5.0462 -2.0264 0.9898
H -3.5499 -2.7755 1.5511
H -3.9994 -2.8654 -0.1559
H -3.2339 -0.3166 1.3699
H -1.7083 -1.7901 -0.6575
H 0.3077 -2.3953 -1.3956
H 2.9470 -1.9550 -1.7041
H -4.1194 -0.8156 -1.5191
H -5.6859 0.1846 0.5176
H -5.7353 0.9024 -1.1014
H -5.0522 2.8559 0.0567
H -4.2852 1.9287 1.3482
H -2.2622 2.0995 0.2417
H -3.0312 2.8476 -1.1800

Output
Structure (SMILES): C[C@@H](NC(=O)c1ccc(Br)o1)[C@H]1CCCO1
Lowest unoccupied orbital energy, Eh: 0.0276
HOMO, eV: -8.7
Gap between HOMO and LUMO, Eh: 0.349


(7)
A structure of composition C11H14Cl12CuF9MgO9S3, computed with wB97M-V/def2-TZVPD.

Atoms and positions in Å:
Cu 1.3194 8.3059 -13.1596
Mg 1.9984 3.1209 -14.2229
C 4.8461 4.5036 -11.0983
F 4.5371 3.5525 -10.2615
F 3.9782 5.4726 -11.1092
F 6.0482 4.9409 -10.8159
S 4.9369 3.7629 -12.8375
O 5.7898 2.5927 -12.7350
O 3.5687 3.4452 -13.2268
O 5.5237 4.7869 -13.7144
C 2.0046 6.2690 -17.4582
F 1.4583 7.4569 -17.6765
F 1.0705 5.3307 -17.7122
F 3.0612 6.0614 -18.2113
S 2.5708 6.1198 -15.6566
O 2.1586 4.7793 -15.2025
O 4.0128 6.2166 -15.7184
O 1.9090 7.1679 -14.8975
C 0.4127 4.4986 -10.5367
F 0.6392 5.5423 -9.7897
F 1.3820 3.6299 -10.3784
F -0.7188 3.9388 -10.1811
S 0.2182 5.0592 -12.3316
O -1.1972 5.1894 -12.5481
O 0.9856 6.2920 -12.4727
O 0.8039 3.9369 -13.1068
Cl -2.4476 8.2944 -10.3412
C -3.2151 6.7226 -10.6576
C -4.1569 6.3151 -9.5424
Cl -5.1119 4.9133 -10.1005
H -2.4517 5.9798 -10.8742
H -3.7809 6.8303 -11.5831
H -4.8414 7.1307 -9.3340
H -3.5739 6.0074 -8.6785
Cl 2.0620 11.1833 -8.2304
C 1.8187 9.4671 -7.7112
C 0.8653 8.7360 -8.6293
Cl 1.4582 8.7431 -10.3194
H 1.4636 9.4809 -6.6850
H 2.8116 9.0218 -7.7360
H -0.0787 9.2781 -8.5815
H 0.6801 7.7240 -8.2908
Cl 3.9545 -0.0077 -10.6183
C 2.1827 -0.1128 -10.7198
C 1.7410 -0.4793 -12.1220
Cl 2.1303 0.8502 -13.2687
H 1.7768 0.8362 -10.3862
H 1.9384 -0.9545 -10.0750
H 0.6677 -0.6537 -12.1725
H 2.2145 -1.3979 -12.4593
C -3.8437 5.3270 -14.4240
Cl -3.5732 7.0565 -14.2319
Cl -3.0615 4.7256 -15.8933
Cl -5.5521 4.9393 -14.3370
H -3.4097 4.8742 -13.5406
C 1.5986 4.9148 -6.1503
Cl 2.9673 3.9043 -6.6787
Cl 2.0589 6.6018 -5.9002
Cl 0.9209 4.2572 -4.6571
H 0.8414 4.8752 -6.9216

Output
2S+1: 2
Total charge: +1
Lowest unoccupied orbital energy (alpha / beta), Eh: -0.1455 / -0.3206
HOMO (alpha / beta), eV: -12.7 / -12.7
Gap between HOMO and LUMO (alpha / beta), Eh: 0.322 / 0.147
⟨S²⟩: 0.764


Number 1: F_max 4.62 eV/Å, calculated total energy -80497.2878 eV. Number 2: F_max 4.43 eV/Å, calculated total energy -22951.4663 eV. Number 3: F_max 7.35 eV/Å, calculated total energy -34266.6689 eV. Number 4: F_max 4.90 eV/Å, calculated total energy -52496.7135 eV. Number 5: F_max 7.68 eV/Å, calculated total energy -67963.1816 eV. Number 6: F_max 0.95 eV/Å, calculated total energy -89308.8252 eV. Number 7: F_max 1.94 eV/Å, calculated total energy -287371.7195 eV.